Arrangement i

This record from OMol25 describes a gas-phase ion, C4H6N3 (charge +1). The level of theory is ωB97M-V/def2-TZVPD.

Summary:
Charge: +1
Molar mass in g mol⁻¹: 96.11
SMILES string: C/C=[N+]1/C=NC=N1

Positions of all 13 atoms, in Å:
C (0.8743, 0.0930, 1.8743)
C (1.0352, 0.4750, 0.4658)
N (-0.0142, 0.2245, -0.3410)
C (-0.3439, 0.4409, -2.0445)
N (-1.4128, -0.1464, -2.1787)
C (-1.7829, -0.8135, -0.9996)
N (-1.0277, -0.5468, 0.0251)
H (1.6151, 0.6801, 2.5038)
H (1.5355, -0.8630, 2.0689)
H (-0.0553, -0.0422, 2.2154)
H (1.9374, 1.0923, 0.1239)
H (0.3127, 0.9101, -2.6810)
H (-2.6735, -1.5041, -1.0323)

These are the natural (NBO) partial charges, in e, on atoms 1 to 2: atom 1 (C): -0.716, atom 2 (C): 0.320

=====

Arrangement ii

This record from OMol25 describes a gas-phase ion, C4H6N3 (charge +1). The level of theory is ωB97M-V/def2-TZVPD.

Summary:
Charge: +1
Molar mass in g mol⁻¹: 96.11
SMILES string: C#[N+]CN=C=NC

Positions of all 13 atoms, in Å:
C (-1.7011, 0.0767, 3.0774)
N (-0.6244, 0.0881, 2.6309)
C (0.4862, 0.1244, 1.8145)
N (0.1839, 0.4705, 0.4906)
C (0.3158, 0.0713, -0.6849)
N (-0.0307, -0.1106, -1.7735)
C (0.3556, -0.1508, -3.1040)
H (-2.7455, 0.1093, 3.4531)
H (0.9836, -0.8772, 1.8337)
H (1.2205, 0.7805, 2.4051)
H (-0.4838, 0.0633, -3.6992)
H (0.8138, -1.1527, -3.3920)
H (1.2259, 0.5072, -3.0517)

These are the natural (NBO) partial charges, in e, on atoms 1 to 2: atom 1 (C): 0.457, atom 2 (N): -0.169

=====

Stability ranking, top entry: arrangement i; the second entry is 0.0223 hartree less favorable.

=====

Arrangement i

This record from OMol25 describes 2 unconnected molecules or ions with the total composition C6H15N2. The level of theory is ωB97M-V/def2-TZVPD.

Summary:
Charge: +1
Molar mass in g mol⁻¹: 115.20

Positions of all 23 atoms, in Å:
C (-2.6393, 0.0451, 2.1875)
C (-1.2405, 0.7030, 2.0616)
C (-0.3822, 0.0304, 1.0709)
C (0.0057, 0.6159, -0.1382)
N (0.6611, -0.0244, -1.0654)
C (0.9674, 0.7701, -2.2264)
C (2.4929, 0.8905, -2.3377)
N (-3.2753, 0.2158, 0.8520)
H (-3.1332, 0.5941, 2.9846)
H (-2.6272, -1.0148, 2.4435)
H (-1.3977, 1.7693, 1.9201)
H (-0.7499, 0.5987, 3.0400)
H (0.1490, -0.8285, 1.4802)
H (-0.3903, 1.6173, -0.3163)
H (4.0631, -5.2140, -0.2293)
H (0.5719, 1.7904, -2.1684)
H (0.5150, 0.3428, -3.1246)
H (2.9988, -0.0572, -2.5094)
H (2.6859, 1.5308, -3.2007)
H (2.9571, 1.3806, -1.4844)
H (4.7803, -5.3785, -0.2524)
H (-4.2574, 0.0363, 0.7623)
H (-2.7551, -0.4136, 0.2505)

These are the natural (NBO) partial charges, in e, on atoms 1 to 2: atom 1 (C): -0.186, atom 2 (C): -0.531

=====

Arrangement ii

This record from OMol25 describes a molecular structure, C6H15N2. The level of theory is ωB97M-V/def2-TZVPD.

Summary:
Charge: +1
Molar mass in g mol⁻¹: 115.20

Positions of all 23 atoms, in Å:
C (1.4949, 1.1556, -0.7521)
C (1.3088, 1.0960, 0.7800)
C (0.8573, -0.0020, -0.0856)
C (-1.2041, -0.6868, 1.2242)
C (-1.2201, -0.7824, -1.3161)
C (-0.7158, -0.1369, -0.0815)
N (-1.2293, 1.7446, -0.0678)
N (1.4679, -1.3605, 0.0361)
H (0.9445, 1.8133, -1.3434)
H (2.4725, 0.9346, -1.0531)
H (2.2833, 1.2916, 1.1662)
H (0.5406, 1.7762, 1.1758)
H (-2.2040, -1.1756, 1.0570)
H (-1.2184, -0.1035, 2.0459)
H (-0.5720, -1.6074, 1.4831)
H (-2.2440, -0.8585, -1.1750)
H (-1.0320, -0.2382, -2.1356)
H (-0.8231, -1.8055, -1.4606)
H (-2.0689, 1.7275, -0.5742)
H (-1.4826, 2.0298, 0.8442)
H (2.4911, -1.2381, 0.1939)
H (1.1660, -1.7286, -0.8326)
H (0.9875, -1.8451, 0.8711)

These are the natural (NBO) partial charges, in e, on atoms 1 to 2: atom 1 (C): -0.374, atom 2 (C): -0.454

=====

Stability ranking, top entry: arrangement ii; the second entry is 0.0215 hartree less favorable.

=====

Arrangement i

This record from OMol25 describes a gas-phase ion, C6H15N2 (charge +1). The level of theory is ωB97M-V/def2-TZVPD.

Summary:
Charge: +1
Molar mass in g mol⁻¹: 115.20
SMILES string: C[C@H]1C[C@@](C)([NH3+])[C@@H]1N

Positions of all 23 atoms, in Å:
C (2.6001, -0.5928, 0.2120)
C (1.2642, -0.1385, -0.4112)
C (0.1296, -1.1084, -0.5651)
C (-0.9223, -0.1220, -0.0937)
C (-1.9998, 0.3606, -1.2007)
N (-1.6786, -0.4889, 1.1520)
C (0.3922, 0.7702, 0.4732)
N (0.2542, 2.1781, 0.3950)
H (3.0143, -1.3924, -0.3290)
H (2.3938, -0.9688, 1.1762)
H (3.3718, 0.2282, 0.3136)
H (1.3688, 0.1234, -1.5129)
H (-0.1584, -1.5587, -1.4743)
H (0.2737, -1.8788, 0.1522)
H (-2.5487, 1.2899, -0.8798)
H (-2.6157, -0.4758, -1.2835)
H (-1.4295, 0.4887, -2.2089)
H (-2.5941, -0.9610, 0.8138)
H (-1.8405, 0.1896, 1.8775)
H (-1.1856, -1.2453, 1.6522)
H (0.5274, 0.3563, 1.5563)
H (1.0730, 2.5563, 0.8103)
H (0.3100, 2.3901, -0.6252)

These are the natural (NBO) partial charges, in e, on atoms 1 to 2: atom 1 (C): -0.606, atom 2 (C): -0.250

=====

Arrangement ii

This record from OMol25 describes 2 unconnected molecules or ions with the total composition C6H15N2. The level of theory is ωB97M-V/def2-TZVPD.

Summary:
Charge: +1
Molar mass in g mol⁻¹: 115.20

Positions of all 23 atoms, in Å:
C (1.7271, -0.1884, -1.3366)
C (0.4476, 0.6375, -1.4617)
C (-0.4784, 0.5068, -0.2626)
C (-1.7024, -0.1421, -0.4100)
N (-2.6591, -0.2091, 0.5194)
C (-0.1184, 0.9043, 1.0033)
C (0.7880, 2.0433, 1.2101)
N (0.4920, -2.6830, 0.4996)
H (2.4459, 0.1965, -0.6196)
H (1.4159, -1.1891, -1.0322)
H (-0.0825, 0.3567, -2.3710)
H (0.5777, 1.7223, -1.5446)
H (-2.0547, -0.5144, -1.3718)
H (-2.6324, 0.4193, 1.3117)
H (-3.0123, -1.1354, 0.7389)
H (-0.6908, 0.4983, 1.8327)
H (0.2081, -3.6420, 0.6645)
H (0.2488, 2.8494, 1.7250)
H (1.1165, 2.4729, 0.2694)
H (1.6533, 1.8534, 1.8504)
H (2.1288, -0.3042, -2.3401)
H (0.2922, -2.1537, 1.3414)
H (-0.1109, -2.2991, -0.2161)

These are the natural (NBO) partial charges, in e, on atoms 1 to 2: atom 1 (C): -0.617, atom 2 (C): -0.424

=====

Stability ranking, top entry: arrangement ii; the second entry is 0.0046 hartree less favorable.

=====

Arrangement i

This record from OMol25 describes 2 unconnected molecules or ions with the total composition C6H15N2. The level of theory is ωB97M-V/def2-TZVPD.

Summary:
Charge: +1
Molar mass in g mol⁻¹: 115.20

Positions of all 23 atoms, in Å:
C (-0.4384, -1.7009, -2.6570)
C (-1.4915, -2.4534, -2.9522)
C (-1.1667, 0.4915, -2.6632)
N (-0.5366, -0.4193, -2.0582)
H (0.5877, -2.0059, -2.8290)
H (-2.4871, -2.0857, -2.7421)
H (-1.3878, -3.4470, -3.3607)
H (-1.2913, 1.4883, -2.2496)
H (-1.6184, 0.3618, -3.6477)
C (0.6363, 0.6224, 1.0293)
C (0.7183, 0.8475, 2.5208)
C (1.8348, 1.8115, 2.9021)
N (-0.3622, -0.4632, 0.7040)
H (0.2697, 1.5025, 0.5059)
H (1.5922, 0.2741, 0.6438)
H (0.8537, -0.1058, 3.0427)
H (-0.2329, 1.2342, 2.9065)
H (2.8168, 1.4276, 2.6261)
H (1.7142, 2.7872, 2.4322)
H (1.8315, 1.9554, 3.9812)
H (-0.0823, -1.3694, 1.0739)
H (-1.2499, -0.2311, 1.1484)
H (-0.5102, -0.5223, -0.3573)

These are the natural (NBO) partial charges, in e, on atoms 1 to 2: atom 1 (C): -0.073, atom 2 (C): -0.392

=====

Arrangement ii

This record from OMol25 describes 2 unconnected molecules or ions with the total composition C6H15N2. The level of theory is ωB97M-V/def2-TZVPD.

Summary:
Charge: +1
Molar mass in g mol⁻¹: 115.20

Positions of all 23 atoms, in Å:
C (-2.4420, 0.0389, 0.9191)
C (-0.5350, -0.4719, -1.2438)
C (0.4213, -0.4672, -0.2719)
C (0.4881, -1.5768, 0.6930)
C (1.3498, 1.5065, -1.0277)
C (2.6744, 0.1090, 0.4265)
N (1.4413, 0.4702, -0.2107)
N (-2.2257, 0.7882, -0.3354)
H (-3.0973, -0.7280, 0.5535)
H (-3.1011, 0.7129, 1.5226)
H (-0.4321, 0.3228, -2.0198)
H (-1.2492, -1.2375, -1.5259)
H (0.6798, -1.1375, 1.7286)
H (1.1609, -2.3458, 0.3609)
H (-0.4340, -2.0994, 0.7732)
H (-1.6226, -0.3760, 1.6036)
H (2.0281, 2.3285, -0.7995)
H (0.4906, 1.6878, -1.6255)
H (3.4407, 0.8946, 0.4155)
H (2.5996, -0.2963, 1.3939)
H (3.1594, -0.6167, -0.2605)
H (-3.0486, 0.8781, -0.8360)
H (-1.7466, 1.6157, -0.2338)

These are the natural (NBO) partial charges, in e, on atoms 1 to 2: atom 1 (C): -0.442, atom 2 (C): -0.197

=====

Stability ranking, top entry: arrangement i; the second entry is 0.0944 hartree less favorable.